## A
Molecular formula: CH2ClFS
Method: DFT, wB97M-V/def2-TZVPD

## Properties
charge	0
lowest unoccupied orbital energy (spin up / spin down)	-2.04 / -2.04	eV

The geometry in XYZ format:
```
6
Properties=species:S:1:pos:R:3:nbo_charge:R:1
C -0.45 2.20 0.76 -0.30
F -2.79 -0.26 -0.40 -0.49
S -2.44 1.26 -1.03 0.24
Cl 0.52 0.87 0.98 0.13
H -1.37 2.24 1.28 0.22
H 0.07 3.11 0.55 0.21
```

---

## B
Molecular formula: CH2ClFS
Method: DFT, wB97M-V/def2-TZVPD

## Properties
SMILES	F[C@@H](S)Cl
charge	0
lowest unoccupied orbital energy	0.30	eV

The geometry in XYZ format:
```
6
Properties=species:S:1:pos:R:3:nbo_charge:R:1
C -0.76 -0.95 0.73 0.11
F -0.08 -1.93 1.28 -0.33
S -0.29 -0.94 -1.32 -0.13
Cl -2.40 -0.90 1.24 0.04
H -0.10 -0.05 1.05 0.19
H 0.71 -0.04 -1.12 0.13
```

---

The data favor B; the next most stable structure lies 0.0961 hartree above it.